Computed, not measured: a single C16H18F3NO3 molecule, with the ωB97M-V functional and the def2-TZVPD basis.

The geometry in XYZ format:
```
41
C16H18F3NO3 the ωB97M-V functional and the def2-TZVPD basis
C -5.60 -1.20 0.53
H -6.53 -0.78 0.13
O -4.68 -1.48 -0.50
C -4.32 -0.34 -1.24
C -3.53 0.72 -0.46
O -3.90 1.88 -0.44
N -2.42 0.30 0.19
C -1.59 1.27 0.86
H -2.04 2.25 0.70
H -1.58 1.05 1.94
C -0.15 1.22 0.32
C 0.79 0.47 1.26
O 0.42 -0.03 2.29
C 2.21 0.36 0.82
C 2.87 1.34 0.09
C 4.19 1.17 -0.28
C 4.86 0.00 0.08
C 4.22 -0.98 0.82
C 2.90 -0.80 1.19
H 2.38 -1.54 1.77
H 4.74 -1.88 1.10
C 6.29 -0.18 -0.36
F 6.93 -1.13 0.32
F 7.01 0.94 -0.23
F 6.36 -0.53 -1.66
H 4.71 1.93 -0.84
H 2.37 2.26 -0.18
C -0.15 0.56 -1.07
C -0.63 -0.89 -0.96
H 0.19 -1.53 -0.63
H -0.94 -1.24 -1.95
C -1.79 -0.99 0.05
H -2.52 -1.74 -0.26
H -1.41 -1.26 1.03
H -0.83 1.13 -1.71
H 0.84 0.60 -1.52
H 0.24 2.24 0.23
H -5.22 0.17 -1.63
H -3.73 -0.70 -2.09
H -5.18 -0.50 1.26
H -5.81 -2.15 1.02
```

The calculation puts the highest occupied orbital energy at -9.3 eV. The electronic energy comes out at -1200.59003 Eh. As for the relative energy (zero: lowest compared OMol25 entry of this formula, charge and spin): 0.00 kcal per mole. As for the structure (SMILES): COCC(=O)N1CCC[C@H](C(=O)c2ccc(C(F)(F)F)cc2)C1. As for the largest force on an atom: 0.57 eV/Å.

These are the Löwdin partial charges, in e, on atoms 1 to 2: number 1, C, carries -0.090; number 2, H, carries 0.094

Computed, not measured: a single C6H12O molecule in a non-equilibrium geometry, with the ωB97M-V functional and the def2-TZVPD basis.

The geometry in XYZ format:
```
19
C6H12O the ωB97M-V functional and the def2-TZVPD basis
C -0.08 -0.79 2.49
C -0.32 -0.15 1.13
O 0.85 0.68 0.89
C -0.32 -1.06 -0.05
C -0.81 -0.76 -1.42
C 0.45 -0.03 -1.32
C 0.45 1.48 -1.72
H -0.94 -1.33 2.90
H 0.19 0.01 3.19
H 0.77 -1.48 2.44
H -1.22 0.49 1.16
H 0.64 1.60 0.99
H 0.09 -2.07 0.13
H -1.69 -0.13 -1.53
H -0.76 -1.61 -2.08
H 1.41 -0.48 -1.52
H -0.42 2.06 -1.37
H 0.38 1.51 -2.82
H 1.35 2.05 -1.47
```

The calculation puts the highest occupied orbital energy at -7.7 eV. The electronic energy comes out at -310.93620 Eh. As for the relative energy (zero: lowest compared OMol25 entry of this formula, charge and spin): 77.23 kcal per mole. As for the structure (SMILES): C[C@@H]1C[C@@H]1[C@@H](C)O. As for the largest force on an atom: 1.70 eV/Å.

These are the Löwdin partial charges, in e, on atoms 1 to 2: number 1, C, carries -0.055; number 2, C, carries -0.409

Computed, not measured: a molecular structure, C20H26NO2 in a non-equilibrium geometry, with the ωB97M-V functional and the def2-TZVPD basis.

The geometry in XYZ format:
```
49
C20H26NO2 the ωB97M-V functional and the def2-TZVPD basis
C 3.23 4.61 0.22
C 3.20 3.82 -0.97
C 3.58 2.43 -0.94
C 3.89 2.01 0.39
C 3.73 3.00 1.51
C 3.55 4.19 1.49
H 3.54 4.79 2.48
H 4.06 2.44 2.38
C 4.39 0.61 0.42
H 5.40 0.48 0.39
H 4.24 0.04 1.40
O 3.91 -0.26 -0.64
C 2.38 -0.32 -0.51
C 2.07 -1.44 -1.58
C 0.67 -1.55 -1.78
C -0.11 -1.09 -0.70
C 0.15 -0.16 0.34
C 1.60 0.07 0.43
H 1.79 0.64 1.01
H -0.42 0.13 0.94
O -1.56 -1.32 -1.00
C -2.11 -0.67 -1.79
C -3.70 -1.11 -1.85
H -4.18 -0.52 -2.47
C -4.41 -0.75 -0.75
N -3.77 -1.62 0.56
C -3.92 -0.92 2.07
C -5.22 -1.65 2.27
H -5.91 -0.82 2.23
H -5.29 -1.70 3.55
C -5.41 -2.92 1.53
H -6.38 -2.77 1.00
H -5.44 -3.77 2.30
C -4.25 -2.84 0.74
H -3.43 -3.52 1.15
H -4.44 -3.52 -0.40
H -3.15 -1.42 2.44
H -3.66 -0.12 2.18
H -2.66 -1.60 0.24
H -5.28 -1.10 -0.48
H -4.34 0.23 -0.01
H -3.60 -2.17 -1.96
H -1.80 -0.64 -2.81
H -2.18 0.59 -1.46
H 0.46 -2.26 -2.57
H 2.61 -1.79 -2.18
H 3.69 1.95 -1.64
H 2.99 4.32 -1.83
H 2.95 5.69 -0.08
```

The calculation puts the highest occupied orbital energy at -10.7 eV. As for the charge: +1. The electronic energy comes out at -981.93482 Eh. As for the relative energy (zero: lowest compared OMol25 entry of this formula, charge and spin): 500.46 kcal per mole. As for the largest force on an atom: 19.59 eV/Å.

These are the Löwdin partial charges, in e, on atoms 1 to 2: number 1, C, carries -0.080; number 2, C, carries -0.012

Computed, not measured: a molecular structure, C27H69N4NaO12 in a non-equilibrium geometry, with the ωB97M-V functional and the def2-TZVPD basis.

The geometry in XYZ format:
```
113
C27H69N4NaO12 the ωB97M-V functional and the def2-TZVPD basis
Na -20.08 14.58 -3.64
N -16.95 15.34 -1.80
O -17.51 15.12 -0.76
O -17.55 15.36 -2.87
O -15.74 15.48 -1.79
C -15.39 12.04 0.36
C -16.25 11.42 -0.75
C -16.50 9.89 -0.42
O -17.50 12.11 -0.95
H -15.41 13.10 0.12
H -14.35 11.69 0.30
H -15.66 11.87 1.40
H -15.64 11.51 -1.65
H -17.25 9.96 0.36
H -15.56 9.44 -0.09
H -16.95 9.19 -1.12
H -17.43 13.03 -0.70
C -20.01 10.18 -2.25
C -20.56 11.65 -2.33
C -21.28 12.11 -1.03
O -19.52 12.50 -2.65
H -19.11 10.06 -1.65
H -19.73 9.79 -3.23
H -20.81 9.56 -1.86
H -21.34 11.61 -3.09
H -21.81 11.33 -0.48
H -22.00 12.92 -1.21
H -20.60 12.44 -0.25
H -18.81 12.23 -2.07
C -21.89 15.58 0.30
C -21.06 16.51 -0.61
C -20.03 17.35 0.17
O -20.31 15.74 -1.48
H -22.58 16.16 0.92
H -21.18 15.06 0.96
H -22.39 14.86 -0.34
H -21.66 17.18 -1.23
H -20.61 18.00 0.82
H -19.23 17.82 -0.41
H -19.55 16.70 0.91
H -19.47 15.54 -1.07
C -14.32 13.46 -9.22
O -15.72 13.18 -9.22
C -16.47 14.20 -8.55
C -16.35 14.02 -7.00
N -16.96 12.73 -6.62
C -16.88 12.52 -5.19
C -17.32 11.08 -4.88
O -16.41 10.14 -5.38
C -16.54 8.83 -4.71
H -14.20 14.16 -10.04
H -13.76 12.57 -9.51
H -14.03 13.80 -8.22
H -17.52 14.06 -8.82
H -16.16 15.19 -8.89
H -16.97 14.78 -6.52
H -15.34 14.16 -6.62
H -16.56 12.01 -7.20
H -17.50 13.26 -4.70
H -15.86 12.65 -4.83
H -18.33 10.99 -5.28
H -17.26 10.95 -3.80
H -17.53 8.37 -4.79
H -16.34 8.94 -3.65
H -15.76 8.21 -5.17
C -27.67 18.34 -8.72
O -26.61 18.40 -7.85
C -25.75 19.48 -8.11
C -24.63 19.58 -7.02
N -23.66 18.49 -7.28
C -22.65 18.42 -6.24
C -23.22 18.08 -4.84
O -23.37 19.29 -4.09
C -24.14 19.17 -2.93
H -28.36 17.50 -8.61
H -27.39 18.28 -9.77
H -28.26 19.24 -8.57
H -26.37 20.38 -8.19
H -25.41 19.35 -9.14
H -25.10 19.45 -6.04
H -24.15 20.55 -7.09
H -24.19 17.63 -7.34
H -22.06 19.34 -6.17
H -21.89 17.69 -6.52
H -22.57 17.38 -4.31
H -24.20 17.60 -4.88
H -25.20 19.10 -3.18
H -24.01 20.12 -2.41
H -23.81 18.42 -2.21
C -23.39 14.04 -4.38
O -22.07 13.81 -4.86
C -21.99 13.77 -6.29
C -20.53 13.40 -6.66
N -19.51 14.30 -6.06
C -19.52 15.55 -6.83
C -18.95 16.68 -5.95
O -19.90 16.96 -4.99
C -19.50 18.01 -4.18
H -23.94 13.12 -4.58
H -23.91 14.87 -4.86
H -23.41 14.15 -3.29
H -22.29 14.68 -6.80
H -22.63 12.96 -6.62
H -20.39 13.42 -7.74
H -20.34 12.39 -6.29
H -18.66 13.78 -6.24
H -20.51 15.90 -7.13
H -18.91 15.59 -7.73
H -18.76 17.48 -6.67
H -18.05 16.38 -5.41
H -18.55 17.87 -3.67
H -20.23 18.07 -3.37
H -19.54 18.97 -4.70
```

The calculation puts the highest occupied orbital energy at -8.3 eV. The electronic energy comes out at -2354.12330 Eh. As for the largest force on an atom: 5.03 eV/Å.

These are the Löwdin partial charges, in e, on atoms 1 to 2: number 1, Na, carries 0.358; number 2, N, carries -0.653

Computed, not measured: a molecular structure, CH4FSm in a non-equilibrium geometry, with the ωB97M-V functional and the def2-TZVPD basis.

The geometry in XYZ format:
```
7
CH4FSm the ωB97M-V functional and the def2-TZVPD basis
F 2.27 0.71 -0.19
Sm 0.90 -0.91 0.83
H 3.23 0.64 -0.24
C -1.32 -0.18 0.00
H -1.93 -1.06 -0.26
H -1.27 0.43 -0.92
H -1.88 0.36 0.78
```

Its spin multiplicity is 7. The calculation puts the highest occupied orbital energy (alpha / beta) at -12.0 / -11.9 eV. As for the charge: +1. The electronic energy comes out at -797.99825 Eh. The expectation value of S² is 12.01. As for the largest force on an atom: 1.93 eV/Å.

These are the Löwdin partial charges, in e, on atoms 1 to 2: number 1, F, carries -0.174; number 2, Sm, carries 1.547

Computed, not measured: a molecular structure, C20H50NO2P2Si4Tm in a non-equilibrium geometry, with the ωB97M-V functional and the def2-TZVPD basis.

The geometry in XYZ format:
```
80
C20H50NO2P2Si4Tm the ωB97M-V functional and the def2-TZVPD basis
Tm 0.62 0.44 -1.47
P 2.93 -1.41 -0.93
C 2.79 -1.45 -2.77
C 1.48 -1.85 -3.38
N 0.36 -1.19 -2.96
C -0.83 -1.58 -3.54
C -0.88 -2.48 -4.60
C 0.29 -3.01 -5.07
C 1.50 -2.69 -4.49
C -2.12 -0.98 -3.06
P -2.11 0.64 -2.14
H 2.45 -3.01 -4.89
H -1.86 -2.73 -5.02
H 0.28 -3.67 -5.92
H -2.75 -0.86 -3.96
H -2.62 -1.70 -2.38
H 3.06 -0.43 -3.12
H 3.57 -2.17 -3.08
H 1.15 3.16 -3.38
O 1.60 2.25 -3.24
H 2.33 2.24 -3.85
H -0.07 3.93 -1.31
O -0.13 3.67 -2.27
H -0.38 4.55 -2.59
C -2.32 1.75 -3.57
H -3.34 1.71 -4.01
H -2.11 2.78 -3.25
H -1.58 1.52 -4.34
C -3.86 0.55 -1.63
H -4.15 1.41 -1.01
H -4.54 0.56 -2.50
H -4.08 -0.36 -1.04
C 3.04 -3.18 -0.54
H 3.94 -3.62 -1.00
H 3.12 -3.30 0.56
H 2.13 -3.71 -0.88
C 4.76 -1.09 -0.85
H 5.04 -0.93 0.20
H 5.31 -1.97 -1.21
H 5.01 -0.20 -1.47
C 3.21 0.55 1.90
Si 1.57 1.24 2.57
C 1.46 0.90 4.45
C 1.41 3.12 2.30
Si -0.12 0.25 1.29
Si -0.75 -1.64 2.43
C -1.32 -1.37 4.26
C -2.20 -2.39 1.44
C 0.80 -2.77 2.40
Si -1.85 1.60 2.23
C -1.72 2.36 4.01
C -1.96 3.01 0.93
C -3.58 0.76 2.26
H 3.97 0.90 2.62
H 3.43 0.98 0.90
H 3.21 -0.55 1.84
H 2.38 1.39 4.81
H 0.60 1.36 4.98
H 1.52 -0.16 4.73
H 1.45 3.37 1.23
H 0.54 3.61 2.76
H 2.33 3.50 2.77
H -2.25 -0.80 4.39
H -1.52 -2.40 4.59
H -0.55 -0.94 4.93
H -1.89 -2.59 0.40
H -2.38 -3.35 1.95
H -3.12 -1.79 1.45
H 0.88 -3.30 1.44
H 1.74 -2.23 2.59
H 0.64 -3.50 3.21
H -0.86 3.04 4.14
H -2.64 2.96 4.15
H -1.69 1.59 4.80
H -2.10 2.57 -0.07
H -2.83 3.65 1.16
H -1.04 3.61 0.95
H -3.90 0.58 1.23
H -3.63 -0.18 2.83
H -4.31 1.46 2.71
```

Its spin multiplicity is 3. The calculation puts the highest occupied orbital energy (alpha / beta) at -12.4 / -12.4 eV. As for the charge: +2. The electronic energy comes out at -3922.74161 Eh. As for the relative energy (zero: lowest compared OMol25 entry of this formula, charge and spin): 21.92 kcal per mole. The expectation value of S² is 2.00. As for the largest force on an atom: 2.90 eV/Å.

These are the Löwdin partial charges, in e, on atoms 1 to 2: number 1, Tm, carries 1.098; number 2, P, carries 0.820

- largest force on an atom of number 3 (C20H26NO2)?
  19.59 eV/Å